(1)
Entry from the OMol25 dataset: a 3-piece molecular cluster, C18H29IN3O9P overall (ωB97M-V/def2-TZVPD).

Geometry as ORCA input:
```
! wB97M-V def2-TZVPD RIJCOSX def2/J DEFGRID3
* xyz 0 1
C 4.35 -2.33 -0.52
C 3.72 -2.16 -1.91
N 2.28 -1.86 -1.86
C 1.42 -3.04 -1.87
C 0.73 -3.14 -3.17
N 0.23 -3.20 -4.20
C 0.40 -3.15 -0.67
C 0.88 -2.24 0.39
N 1.22 -1.52 1.22
C -1.08 -2.83 -0.97
P -1.65 -1.23 -1.64
O -2.78 -0.75 -0.87
O -2.01 -1.49 -3.17
O -0.39 -0.23 -1.63
C 0.51 -4.57 -0.05
I -0.03 -6.11 -1.47
C -0.29 -4.78 1.24
C 0.43 -5.74 2.19
H 3.61 -2.15 0.26
H 4.78 -3.32 -0.38
H 5.15 -1.60 -0.37
H 4.20 -1.33 -2.43
H 3.92 -3.05 -2.52
H 2.06 -1.27 -2.65
H 2.07 -3.92 -1.79
H -1.63 -2.90 -0.03
H -1.48 -3.59 -1.64
H -1.28 -1.66 -3.78
H 0.03 -0.08 -2.48
H 1.56 -4.78 0.13
H -1.29 -5.16 1.03
H -0.41 -3.82 1.75
H 0.89 -6.56 1.63
H 1.23 -5.23 2.72
H -0.26 -6.18 2.91
C -3.88 1.52 1.28
C -3.10 2.56 2.05
C -1.60 2.32 2.09
O -1.23 2.93 3.34
C -2.32 2.90 4.15
O -2.29 3.16 5.31
O -3.41 2.54 3.46
H -4.88 1.87 1.04
H -3.38 1.27 0.35
H -3.98 0.61 1.88
H -3.31 3.56 1.68
H -1.07 2.80 1.27
H -1.35 1.26 2.13
C 1.50 6.49 0.88
C 0.75 5.65 -0.13
C 0.29 6.38 -1.37
O -0.90 5.66 -1.73
C -1.40 5.10 -0.61
O -2.46 4.58 -0.51
O -0.51 5.20 0.41
H 2.04 5.86 1.59
H 2.23 7.12 0.37
H 0.81 7.12 1.43
H 1.32 4.76 -0.40
H 1.00 6.35 -2.19
H 0.01 7.42 -1.16
*
```

Output
Highest occupied orbital energy, eV: -10.16
DFT total energy, eV: -59425.952
Structure (SMILES): CCN[C@H](C#N)[C@@](C#N)(CP(=O)(O)O)[C@H](I)CC.C[C@@H]1COC(=O)O1.C[C@@H]1COC(=O)O1

---

(2)
Entry from the OMol25 dataset: C4H10N2O in the gas phase (ωB97M-V/def2-TZVPD).

Geometry as ORCA input:
```
! wB97M-V def2-TZVPD RIJCOSX def2/J DEFGRID3
* xyz 0 1
C -0.59 -0.37 -1.62
C -0.52 -0.63 -0.11
C 0.89 -0.83 0.37
N 1.54 -1.93 -0.36
N -1.21 0.46 0.63
C -0.74 1.74 0.68
O 0.42 2.09 0.62
H -1.62 -0.15 -1.90
H -0.33 -1.27 -2.16
H 0.04 0.48 -1.87
H -1.18 -1.48 0.09
H 1.50 0.06 0.26
H 0.87 -1.05 1.44
H 2.54 -1.87 -0.20
H 1.22 -2.84 -0.04
H -2.21 0.43 0.48
H -1.56 2.47 0.81
*
```

Output
Energy relative to the best compared isomer or geometry (same formula, charge and spin), kJ/mol: 101.7
Highest occupied orbital energy, eV: -9.36
DFT total energy, eV: -9337.933
Structure (SMILES): C[C@@H](CN)NC=O

---

The lowest highest occupied orbital energy belongs to which entry?
C18H29IN3O9P

---

The highest DFT total energy belongs to which entry?
C4H10N2O

---

Among the records above, which one has the lowest DFT total energy?
C18H29IN3O9P

---

Look up the highest occupied orbital energy of the first one.
-10.16 eV